1.
Density functional theory data (ωB97M-V/def2-TZVPD) for an isolated molecule of C26H29N3O5.

Positions of all 63 atoms, in Å:
O 4.720494 -0.749972 -1.596268
O -3.934579 1.218456 0.491830
O 1.866781 1.019450 -2.021735
O -3.265146 0.486505 -1.855916
O 2.842607 2.484637 2.174945
N 0.689840 2.087552 1.650014
N 2.372535 1.746771 0.070755
N 3.432480 -1.474611 0.086678
C -1.407113 -2.391520 1.669831
C -1.447969 -2.327348 -0.718284
C -0.295360 1.678295 0.776440
C -0.710051 -2.311184 0.466006
C -4.446549 1.609967 1.750674
C 1.469453 -2.738157 -0.574068
C -1.636377 1.649931 1.155521
C -3.024350 0.201933 -3.221048
C 3.783869 1.853139 -0.276400
C 4.618865 0.695056 0.282696
C 0.756485 -2.202527 0.416328
C 2.961503 -1.564271 1.444633
C 4.273852 -0.575387 -0.478341
C 2.028399 2.131233 1.349976
C 2.945100 -2.565650 -0.732010
C -3.502290 -2.508117 0.504051
C -4.327120 0.512451 2.802953
C 1.479869 1.316356 -0.913277
C -2.797354 1.458712 -4.055552
C 0.078571 1.280788 -0.502533
C -2.231412 0.855465 -1.061009
C -2.607783 1.249215 0.256171
C 1.438825 -1.426765 1.512218
C -2.785851 -2.493305 1.687526
C -0.901770 0.870655 -1.413046
C -2.825284 -2.428675 -0.700588
H -2.695895 1.187722 -5.102677
H 3.245203 -2.554244 1.828171
H 1.149175 -0.378875 1.429037
H -3.376889 -2.441128 -1.628524
H -0.873631 -2.403039 2.608746
H 4.482088 0.633420 1.359012
H -4.866059 -0.369970 2.470406
H -3.288051 0.235477 2.961621
H -5.501962 1.821481 1.557843
H -2.184053 -0.493648 -3.329199
H 1.105508 -1.777227 2.490806
H 4.155807 2.796400 0.130336
H -0.928364 -2.245785 -1.660884
H 0.439964 2.392511 2.580669
H -3.967380 2.536258 2.091152
H -0.556049 0.579581 -2.391053
H -3.643883 2.131644 -3.944655
H 3.468168 -3.500108 -0.475246
H 0.995885 -3.342230 -1.333344
H -3.301469 -2.570149 2.634388
H -3.937158 -0.301084 -3.552277
H -1.893359 1.958186 2.156318
H 5.666235 0.916895 0.073643
H -4.579174 -2.583511 0.517669
H 3.428766 -0.812345 2.078532
H 3.185975 -2.325635 -1.771425
H -1.897773 1.979994 -3.739046
H -4.753140 0.856784 3.741482
H 3.846129 1.853834 -1.366468

Force components x, y, z for each atom (eV/Å):
0.16 0.16 -0.30
0.25 -0.10 -0.26
0.02 -0.09 -0.08
-0.09 0.05 0.21
0.33 0.10 0.17
-0.06 0.13 0.29
0.16 0.01 -0.06
-0.31 -0.33 -0.07
0.15 0.02 0.01
0.01 -0.06 0.07
0.04 -0.26 -0.77
-0.29 -0.02 -0.12
-0.16 0.02 0.49
0.00 0.00 0.20
-0.14 0.03 0.08
0.03 0.10 -0.37
0.45 0.08 -0.04
-0.12 0.03 -0.16
0.34 -0.03 -0.01
-0.22 0.15 0.38
0.39 0.19 0.25
-0.43 0.03 0.23
0.16 0.00 -0.33
-0.06 -0.02 0.02
0.05 0.22 -0.37
-0.26 0.03 -0.04
-0.03 -0.23 0.34
-0.32 0.10 0.39
0.12 0.10 0.07
0.06 -0.05 -0.25
0.26 -0.07 -0.08
-0.11 -0.03 0.06
-0.26 0.02 0.09
-0.06 -0.09 -0.05
0.03 -0.01 -0.13
0.01 0.11 0.03
-0.03 0.01 0.10
-0.04 0.03 -0.09
0.06 0.02 0.06
0.04 0.03 -0.02
-0.05 -0.10 0.01
0.08 -0.06 0.07
0.17 0.06 0.04
-0.07 -0.03 0.04
-0.02 0.05 0.03
-0.05 -0.13 -0.10
0.06 0.05 -0.10
0.19 -0.05 -0.14
-0.06 -0.05 -0.09
-0.03 -0.04 -0.15
-0.07 0.06 -0.02
0.00 0.07 -0.08
-0.16 -0.09 -0.07
-0.04 0.00 0.07
0.17 -0.02 0.03
-0.11 0.01 0.11
-0.04 -0.09 0.02
-0.11 0.01 0.00
0.01 -0.10 -0.05
-0.01 -0.10 0.18
0.07 0.08 -0.04
-0.04 0.03 0.12
0.00 0.05 0.19

Gap between HOMO and LUMO, hartree: 0.313
LUMO level, Eh: 0.0181
SMILES string: CCOc1cc2[nH]c(=O)n(CCC(=O)N3CC=C(c4ccccc4)CC3)c(=O)c2cc1OCC
E, hartree: -1548.70565


2.
Density functional theory data (ωB97M-V/def2-TZVPD) for a structure of composition C41H53BBaF3IN12S3.

Positions of all 115 atoms, in Å:
Ba -0.070483 1.530514 0.525226
I 3.323296 6.508347 -2.159862
S -0.691450 -0.006732 5.823860
S -0.802590 5.862949 3.285312
S -0.972057 2.520557 -2.407092
F -3.284550 0.609845 -3.416951
F -2.971039 2.209499 -4.831507
F -4.970016 1.632634 -4.274147
N -0.306350 -1.377394 3.525996
N 0.384820 -2.545108 -1.693173
N -0.696572 5.036484 0.656446
N -2.598306 4.088555 -1.037162
N 1.706308 -0.593723 1.171027
N -1.935277 -0.578652 0.174799
N 1.379873 -1.760843 0.534995
N 2.229609 2.585134 -0.823211
N -0.791830 3.457884 2.367313
N -0.586759 0.959744 3.446635
N 1.636572 -2.703482 -2.197407
N -1.142712 -1.684337 0.177843
C -0.787696 2.026115 4.315087
C -0.500649 -0.162726 4.104896
C 2.969942 -2.553256 -5.125044
C -5.075119 -0.006131 -0.169760
C -3.018161 -0.879424 0.884112
C 3.084117 -2.210956 1.861037
C 2.289157 3.894956 -1.062818
C -1.103965 -4.009713 1.090508
C 3.303246 -0.207658 4.302481
C 3.158172 1.785942 -1.350674
C -2.484303 3.165654 -2.032823
C -0.830008 3.372195 3.737867
C 2.730960 -0.858901 1.973202
C 4.873142 0.290689 2.417659
C -3.574073 1.534073 1.095019
C 1.506400 -3.391669 -3.317329
C -0.755718 4.714049 1.935695
C 2.203334 -2.751221 0.937032
C -4.937889 4.311699 -1.218910
C -2.024062 -3.009654 -2.342658
C 2.164835 -4.171630 0.465277
C 3.941223 -3.924569 -3.273798
C -2.939917 -2.202894 1.345999
C -4.140769 0.116270 1.040854
C 3.396818 0.195335 2.826151
C 2.741624 1.563225 2.638506
C -0.542514 -3.080069 -2.528527
C -1.731100 -2.673064 0.883846
C 4.263120 3.626853 -2.384668
C -3.713078 2.819623 -2.671711
C -3.753196 4.637284 -0.630095
C 4.190425 2.265124 -2.138337
C -3.718154 1.814515 -3.797179
C 2.712976 -3.722339 -4.163899
C -4.897858 3.378871 -2.264382
C 0.145577 -3.657130 -3.571703
C -0.844539 4.543849 4.413875
C 2.456049 -4.994563 -4.972879
C -4.917797 -0.169045 2.325458
C -0.868613 1.700895 5.625157
C 3.295519 4.452733 -1.835385
B 0.238497 -1.581425 -0.523046
H -2.376746 -3.657752 -1.537969
H -2.357350 -1.995175 -2.120631
H -3.655719 5.335186 0.191709
H 5.386321 1.037604 3.028066
H 3.178149 -4.503411 0.240145
H 3.760769 -1.183856 4.473582
H 1.571181 -4.287246 -0.433330
H 2.261389 -0.256312 4.627254
H 5.055450 4.037303 -2.996313
H 4.919490 1.583625 -2.554284
H 1.698134 1.548068 2.961178
H -2.503907 -3.331088 -3.265872
H -0.582422 6.034751 0.523338
H -5.815332 3.087017 -2.755549
H -1.833864 -4.693919 1.520440
H 2.238695 -5.839086 -4.315768
H -3.643361 -2.745864 1.955114
H -5.865450 4.753342 -0.889576
H 1.767335 -4.822917 1.245408
H -5.519108 -1.002314 -0.218359
H -4.372211 2.264231 1.249198
H -0.834885 4.710648 5.477569
H 0.056381 -2.112849 4.108064
H -5.883969 0.727185 -0.100641
H -1.732286 4.389704 -0.476323
H -4.523257 0.170189 -1.094372
H -0.253196 -3.956311 1.772169
H 3.792117 -4.768579 -2.596467
H 3.260063 2.308275 3.245555
H 0.330640 -0.436335 -0.918970
H 3.834295 -2.761831 -5.761203
H 1.613656 -4.868921 -5.655881
H -2.855073 1.648916 1.910536
H -4.265246 -0.102631 3.199047
H 3.883706 -2.736587 2.357729
H -0.744676 -4.425962 0.147770
H -1.023070 2.349634 6.470297
H 3.818260 0.525262 4.928044
H 4.820855 -4.128825 -3.889296
H 3.058129 0.725742 -1.137029
H 5.382446 -0.665502 2.546793
H 0.081411 -1.350732 2.590451
H -5.725446 0.556558 2.442897
H 2.103486 -2.380449 -5.766442
H 4.963986 0.582517 1.368955
H -5.365531 -1.164343 2.306793
H -3.091176 1.769177 0.143762
H 3.162414 -1.637118 -4.563965
H -0.290787 -4.182435 -4.405688
H 2.800999 1.887750 1.597072
H 1.500578 4.503402 -0.628919
H 4.131577 -3.038764 -2.668225
H 3.335771 -5.242751 -5.570885

Force components x, y, z for each atom (eV/Å):
-0.26 0.38 0.38
0.00 -0.02 0.00
0.00 0.04 -0.04
0.00 -0.05 0.00
0.06 0.03 -0.02
0.05 -0.15 0.12
0.05 0.08 -0.11
-0.05 0.05 0.02
0.00 0.01 -0.03
-0.01 0.12 -0.07
0.00 0.01 -0.11
0.03 0.01 0.04
-0.03 0.01 -0.01
-0.01 0.12 0.22
0.08 0.14 -0.11
0.02 -0.05 0.00
0.03 -0.07 -0.16
0.02 -0.16 0.00
0.00 -0.06 0.03
0.03 0.05 0.06
0.03 -0.08 0.00
-0.05 0.06 0.09
0.00 0.00 0.00
-0.03 0.02 0.02
0.00 -0.02 -0.13
-0.10 0.01 0.01
-0.03 -0.02 0.01
-0.04 0.00 -0.05
-0.01 -0.01 0.01
-0.03 -0.01 0.00
-0.02 0.01 -0.02
-0.03 0.11 0.03
0.10 -0.08 0.04
-0.01 0.01 0.00
0.01 -0.02 -0.04
0.01 0.06 0.04
0.03 0.10 0.04
0.05 0.00 -0.02
-0.02 0.01 0.00
-0.02 0.02 0.03
0.01 0.07 0.02
-0.01 0.00 0.00
-0.05 0.02 0.01
-0.03 0.00 0.05
0.02 0.02 -0.03
0.00 0.01 0.02
0.04 -0.08 0.03
0.14 -0.08 -0.06
0.03 0.03 -0.01
-0.09 0.02 0.04
0.00 0.03 0.03
0.00 -0.01 -0.02
-0.04 0.02 -0.04
0.02 0.02 0.00
0.06 -0.05 -0.02
-0.01 -0.06 -0.12
0.02 0.02 -0.06
-0.01 -0.01 -0.01
0.00 0.00 0.03
-0.05 -0.07 0.00
0.00 -0.01 -0.01
-0.02 -0.21 0.09
0.01 0.02 -0.01
0.00 0.00 -0.01
-0.02 0.00 0.00
0.00 -0.01 -0.01
0.01 0.01 0.00
0.00 0.01 0.00
-0.03 -0.02 -0.01
0.01 0.00 0.00
0.00 0.00 0.00
0.00 0.01 0.00
0.04 0.00 -0.02
-0.01 -0.01 0.00
0.01 0.01 0.03
0.00 -0.01 -0.02
0.00 0.00 -0.02
0.00 0.00 -0.01
-0.01 0.01 -0.02
0.01 0.00 0.01
0.02 -0.02 0.00
0.01 0.00 -0.02
-0.01 -0.02 -0.01
0.00 -0.02 0.00
0.00 -0.01 0.00
0.00 -0.01 0.00
0.02 -0.03 -0.01
0.00 -0.02 -0.01
-0.01 0.05 0.00
0.00 0.01 0.00
0.00 0.00 0.00
0.03 -0.32 -0.17
-0.01 0.00 0.00
0.01 0.00 0.01
0.00 0.00 0.00
-0.01 0.00 0.00
-0.01 0.01 0.01
0.00 -0.02 0.03
0.00 -0.01 -0.01
0.00 -0.01 -0.01
-0.01 0.00 0.00
0.02 0.01 0.01
0.00 0.00 0.00
0.00 0.00 0.00
0.01 0.00 0.00
0.01 0.00 0.00
0.00 0.00 0.01
0.01 0.01 0.00
0.03 0.03 0.02
0.00 0.00 0.00
0.00 0.01 0.01
0.01 0.00 0.00
0.00 -0.01 0.00
0.00 -0.01 0.00
0.00 0.00 0.00

Gap between HOMO and LUMO, hartree: 0.267
LUMO level, Eh: 0.0024
E, hartree: -4093.74257


3.
Density functional theory data (ωB97M-V/def2-TZVPD) for an isolated molecule of C4H9FS at a distorted geometry.

Positions of all 15 atoms, in Å:
S -0.834085 -0.230674 -0.863523
F -0.047156 2.552111 2.301852
C 0.668429 -0.447985 0.167667
C -0.385802 1.484205 1.370854
C -0.754531 -1.560535 -2.052762
C 0.815691 0.732377 0.970552
H -0.079881 -1.297057 -2.878072
H 1.553312 -0.449908 -0.495152
H 1.447898 0.388566 1.816901
H 0.569915 -1.442865 0.670443
H -0.551980 -2.546167 -1.551455
H -1.048022 0.840263 2.012094
H -1.809595 -1.518897 -2.474248
H -0.922944 2.042144 0.606467
H 1.378752 1.454422 0.398382

Force components x, y, z for each atom (eV/Å):
0.16 0.14 0.15
0.30 -0.91 -0.82
-0.76 -2.71 -2.84
-1.64 0.63 3.34
-1.16 -0.26 -0.30
1.90 1.79 1.70
0.03 -0.48 0.36
-0.45 -0.62 0.18
-0.49 0.90 0.03
0.18 0.98 -0.06
-0.17 0.91 -0.76
0.14 0.56 -0.98
1.28 -0.52 0.40
0.04 -0.61 -0.27
0.63 0.21 -0.12

Gap between HOMO and LUMO, hartree: 0.353
LUMO level, Eh: 0.0327
SMILES string: CSCCCF
E, hartree: -655.82004